Record 1
Formula: C40H34Cl2F6N5O3PSY
Source: the OMol25 dataset
Level of theory: wB97M-V/def2-TZVPD

Atoms and positions in Å:
Y -0.017 0.373 1.069
N 3.791 -0.824 3.085
C 4.454 -0.761 1.872
C 5.730 -1.153 1.481
C 6.074 -0.904 0.168
C 5.180 -0.274 -0.714
C 3.913 0.098 -0.313
C 3.540 -0.181 0.997
N 2.342 0.079 1.673
C 2.565 -0.292 2.912
C 1.617 -0.069 3.995
C 1.873 -0.001 5.323
S 0.444 0.414 6.156
C -0.402 0.487 4.680
N 0.318 0.199 3.636
H 4.153 -1.203 3.942
H 6.424 -1.619 2.172
H 7.058 -1.188 -0.186
H 5.498 -0.064 -1.729
H 3.236 0.608 -0.983
H 2.810 -0.134 5.846
H -1.448 0.764 4.629
N -0.917 2.860 -0.202
C -1.392 3.025 -1.541
C -2.247 4.071 -1.881
C -2.670 4.219 -3.190
C -2.233 3.335 -4.174
C -1.403 2.284 -3.828
C -0.992 2.111 -2.505
P -0.013 0.651 -1.995
C -0.969 -0.609 -2.954
C -2.340 -0.648 -2.670
C -3.186 -1.508 -3.345
C -2.677 -2.354 -4.324
C -1.326 -2.322 -4.618
C -0.474 -1.452 -3.939
C 1.562 0.911 -2.903
C 2.442 -0.146 -3.150
C 3.634 0.071 -3.824
C 3.987 1.352 -4.226
C 3.146 2.418 -3.940
C 1.940 2.199 -3.286
H -1.455 3.415 0.452
H 0.045 3.171 -0.118
H -2.565 4.775 -1.117
H -3.332 5.036 -3.451
H -2.552 3.459 -5.201
H -1.089 1.574 -4.584
H -2.750 0.012 -1.914
H -4.244 -1.520 -3.108
H -3.338 -3.027 -4.859
H -0.922 -2.970 -5.386
H 0.568 -1.436 -4.213
H 2.220 -1.138 -2.783
H 4.297 -0.764 -4.023
H 4.919 1.521 -4.753
H 3.420 3.423 -4.234
H 1.289 3.041 -3.087
C 0.274 -4.232 1.815
C 0.207 -2.983 0.946
O 0.235 -1.821 1.662
C 1.435 -3.007 0.003
F 2.563 -2.966 0.724
F 1.437 -1.900 -0.794
F 1.516 -4.065 -0.804
C -1.095 -3.026 0.107
F -2.144 -3.393 0.855
F -1.370 -1.773 -0.344
F -1.062 -3.829 -0.956
H 1.216 -4.235 2.359
H 0.198 -5.144 1.218
H -0.546 -4.206 2.530
Cl -0.458 4.101 4.826
C 0.292 4.189 3.231
Cl -0.390 5.525 2.258
C 0.110 2.898 2.429
O -0.981 2.290 2.456
O 1.091 2.530 1.724
H 1.340 4.402 3.365
C -6.202 -1.526 3.144
C -4.847 -1.050 2.705
C -3.679 -1.622 3.204
C -2.448 -1.202 2.742
N -2.319 -0.230 1.824
C -3.438 0.342 1.367
C -4.701 -0.035 1.767
H -6.217 -1.731 4.214
H -6.448 -2.459 2.631
H -6.978 -0.800 2.912
H -3.726 -2.410 3.947
H -1.528 -1.640 3.094
H -3.307 1.146 0.648
H -5.567 0.469 1.353

Net charge: +1
Energy above the lowest of the compared OMol25 structures with the same formula, charge and spin (kJ/mol): 131.5
Lowest unoccupied orbital energy (eV): -2.198
HOMO-LUMO gap (Eh): 0.32116

Mulliken charges in e: atom 1 (Y): 0.309, atom 2 (N): -0.015, atom 3 (C): 0.560, atom 4 (C): -1.359, atom 5 (C): -0.670, atom 6 (C): -0.707, atom 7 (C): 0.002, atom 8 (C): -0.282, atom 9 (N): 0.753, atom 10 (C): 0.482, atom 11 (C): -1.310, atom 12 (C): -0.427, atom 13 (S): -0.176, atom 14 (C): -0.397, atom 15 (N): 0.962, atom 16 (H): 0.243, atom 17 (H): 0.445, atom 18 (H): 0.412, atom 19 (H): 0.457, atom 20 (H): 0.773, atom 21 (H): 0.451, atom 22 (H): 0.410, atom 23 (N): 0.322, atom 24 (C): -0.582, atom 25 (C): -0.526, atom 26 (C): -0.684, atom 27 (C): -0.909, atom 28 (C): -0.165, atom 29 (C): -0.171, atom 30 (P): 1.702, atom 31 (C): 0.583, atom 32 (C): -0.515, atom 33 (C): -0.586, atom 34 (C): -0.784, atom 35 (C): -0.630, atom 36 (C): -0.631, atom 37 (C): 0.474, atom 38 (C): -0.065, atom 39 (C): -0.872, atom 40 (C): -0.710, atom 41 (C): -0.805, atom 42 (C): -0.904, atom 43 (H): 0.292, atom 44 (H): 0.319, atom 45 (H): 0.518, atom 46 (H): 0.416, atom 47 (H): 0.466, atom 48 (H): 0.488, atom 49 (H): 0.175, atom 50 (H): 0.453, atom 51 (H): 0.402, atom 52 (H): 0.447, atom 53 (H): 0.424, atom 54 (H): 0.093, atom 55 (H): 0.507, atom 56 (H): 0.435, atom 57 (H): 0.461, atom 58 (H): 0.406, atom 59 (C): -2.081, atom 60 (C): 1.195, atom 61 (O): 0.921, atom 62 (C): 0.098, atom 63 (F): -0.289, atom 64 (F): 0.342, atom 65 (F): -0.310, atom 66 (C): 0.071, atom 67 (F): -0.327, atom 68 (F): 0.323, atom 69 (F): -0.317, atom 70 (H): 0.460, atom 71 (H): 0.407, atom 72 (H): 0.384, atom 73 (Cl): -0.148, atom 74 (C): -0.067, atom 75 (Cl): -0.177, atom 76 (C): 0.287, atom 77 (O): -0.407, atom 78 (O): -0.613, atom 79 (H): 0.389, atom 80 (C): -1.549, atom 81 (C): 1.034, atom 82 (C): -1.029, atom 83 (C): -0.836, atom 84 (N): 0.934, atom 85 (C): -0.672, atom 86 (C): -0.968, atom 87 (H): 0.390, atom 88 (H): 0.295, atom 89 (H): 0.393, atom 90 (H): 0.479, atom 91 (H): 0.717, atom 92 (H): 0.501, atom 93 (H): 0.412

Record 2
Formula: C40H34Cl4IrNO2P2
Source: the OMol25 dataset
Level of theory: wB97M-V/def2-TZVPD

Atoms and positions in Å:
Ir 1.178 0.795 0.492
Cl 8.071 -1.490 0.943
C 6.498 -0.781 0.581
C 6.429 -0.298 -0.759
C 5.275 0.398 -1.060
Cl 4.968 1.232 -2.593
C 4.227 0.534 -0.082
O 3.108 0.971 -0.574
C 4.371 0.193 1.278
C 3.410 0.194 2.368
O 2.245 0.457 2.234
C 5.606 -0.628 1.511
H 7.299 -0.451 -1.329
H 3.656 -0.277 3.372
H 5.888 -1.204 2.379
C -2.219 0.488 -0.038
N -2.299 -0.874 -0.269
C -1.190 -1.668 -0.035
P 0.503 -0.997 -0.703
C -0.038 -0.378 -2.281
C 0.504 0.827 -2.912
C -0.052 1.336 -4.069
C -1.125 0.693 -4.798
C -1.459 -0.513 -4.272
C -0.999 -1.055 -3.057
C 1.535 -2.407 -1.077
C 2.270 -2.465 -2.254
C 3.294 -3.427 -2.406
C 3.622 -4.344 -1.434
C 2.994 -4.241 -0.159
C 1.893 -3.428 -0.070
C -3.443 -1.540 -0.460
C -4.554 -0.886 -1.107
C -5.658 -1.598 -1.416
C -5.904 -2.821 -0.815
C -4.871 -3.582 -0.403
C -3.649 -3.005 -0.192
P -0.970 1.098 1.301
C -1.679 0.401 2.733
C -2.816 0.779 3.391
C -3.242 0.110 4.501
C -2.591 -0.931 5.036
C -1.323 -1.236 4.517
C -0.899 -0.605 3.309
C -1.439 2.916 1.216
C -1.362 3.472 -0.067
C -1.473 4.843 -0.193
C -1.720 5.652 0.953
C -1.694 5.089 2.227
C -1.592 3.709 2.371
H -3.129 0.995 0.161
H -1.870 0.997 -0.925
H -1.144 -2.564 -0.691
H -1.138 -2.128 0.996
H 1.246 1.412 -2.430
H 0.347 2.292 -4.443
H -1.566 1.143 -5.692
H -2.134 -1.179 -4.796
H -1.517 -1.955 -2.843
H 2.035 -1.795 -3.030
H 3.713 -3.377 -3.423
H 4.368 -5.019 -1.505
H 3.103 -4.954 0.637
H 1.289 -3.448 0.839
H -4.576 0.246 -1.114
H -6.407 -1.044 -1.932
H -6.953 -3.256 -0.764
H -4.981 -4.627 -0.135
H -2.959 -3.533 0.488
H -3.531 1.586 3.096
H -4.131 0.486 4.995
H -3.044 -1.491 5.808
H -0.633 -1.983 4.872
H 0.046 -0.884 2.863
H -1.295 2.920 -1.000
H -1.517 5.301 -1.184
H -1.979 6.694 0.887
H -1.831 5.719 3.088
H -1.471 3.295 3.361
Cl 1.963 3.718 1.092
C 2.740 4.157 -0.481
Cl 1.806 5.240 -1.397
H 2.925 3.228 -1.009
H 3.645 4.751 -0.223

Net charge: +2
Lowest unoccupied orbital energy (spin up / spin down) (eV): -5.766 / -8.392
⟨S²⟩: 6.0844
2S+1: 5
HOMO-LUMO gap (spin up / spin down) (Eh): 0.18256 / 0.18038

Mulliken charges in e: atom 1 (Ir): 2.588, atom 2 (Cl): -0.158, atom 3 (C): 0.523, atom 4 (C): -0.689, atom 5 (C): 0.271, atom 6 (Cl): -0.135, atom 7 (C): 0.241, atom 8 (O): -0.783, atom 9 (C): 0.663, atom 10 (C): -0.153, atom 11 (O): -0.432, atom 12 (C): -1.133, atom 13 (H): 0.571, atom 14 (H): 0.341, atom 15 (H): 0.389, atom 16 (C): -2.863, atom 17 (N): 1.607, atom 18 (C): -2.636, atom 19 (P): 0.169, atom 20 (C): 0.462, atom 21 (C): -0.775, atom 22 (C): -0.457, atom 23 (C): -0.821, atom 24 (C): -0.684, atom 25 (C): -0.328, atom 26 (C): 0.753, atom 27 (C): -0.660, atom 28 (C): -0.554, atom 29 (C): -0.779, atom 30 (C): -0.785, atom 31 (C): -0.664, atom 32 (C): 1.005, atom 33 (C): -0.405, atom 34 (C): -0.609, atom 35 (C): -0.409, atom 36 (C): -0.548, atom 37 (C): -0.432, atom 38 (P): 0.523, atom 39 (C): 0.812, atom 40 (C): -0.201, atom 41 (C): -0.571, atom 42 (C): -0.853, atom 43 (C): -0.647, atom 44 (C): -0.569, atom 45 (C): 0.912, atom 46 (C): -0.599, atom 47 (C): -0.644, atom 48 (C): -0.765, atom 49 (C): -0.659, atom 50 (C): -0.805, atom 51 (H): 0.924, atom 52 (H): 0.930, atom 53 (H): 1.103, atom 54 (H): 0.698, atom 55 (H): 0.477, atom 56 (H): 0.421, atom 57 (H): 0.463, atom 58 (H): 0.431, atom 59 (H): 0.527, atom 60 (H): 0.579, atom 61 (H): 0.382, atom 62 (H): 0.571, atom 63 (H): 0.479, atom 64 (H): 0.315, atom 65 (H): 0.307, atom 66 (H): 0.421, atom 67 (H): 0.399, atom 68 (H): 0.413, atom 69 (H): 0.301, atom 70 (H): 0.363, atom 71 (H): 0.431, atom 72 (H): 0.492, atom 73 (H): 0.447, atom 74 (H): 0.266, atom 75 (H): 0.186, atom 76 (H): 0.514, atom 77 (H): 0.442, atom 78 (H): 0.476, atom 79 (H): 0.477, atom 80 (Cl): -0.103, atom 81 (C): 0.248, atom 82 (Cl): -0.122, atom 83 (H): -0.317, atom 84 (H): 0.436

net charge of number 1 (C40H34Cl2F6N5O3PSY)?
+1

The highest net charge belongs to which entry?
C40H34Cl4IrNO2P2

Number 2 is which compound?
C40H34Cl4IrNO2P2

Which value of net charge does entry 1 give?
+1